The following is a quantum chemistry calculation of a structure of composition C14H18N2Ru in a non-equilibrium geometry, from the Open Molecules 2025 dataset.

Structure (XYZ):
```
35
Properties=species:S:1:pos:R:3
C 1.7666 -1.2494 -2.3833
C 0.3468 -1.1549 -2.5784
C -0.3064 -1.8191 -1.4936
C 0.7170 -2.3799 -0.6461
C 1.9900 -2.0398 -1.2024
Ru 0.9139 -0.1817 -0.7430
C -0.8147 1.2437 -1.4495
C 0.4499 1.4841 -1.9202
C 1.2352 2.2513 -2.6903
N 1.9862 0.6447 0.2915
H -1.3793 -1.8966 -1.3496
H -0.1497 -0.6986 -3.4278
H 0.5480 -2.9565 0.2586
H 2.9569 -2.3316 -0.8029
H 2.5297 -0.8547 -3.0475
H -1.5248 0.6207 -2.0095
H 2.9227 0.9779 0.5751
H -1.2717 1.9277 -0.7265
H 0.8152 3.0794 -3.2713
H 2.2997 2.0257 -2.7725
C -1.7271 -2.1904 1.4728
C -1.4485 -0.8128 1.9065
C -2.0921 -0.1584 3.0017
C -1.5176 1.1128 3.1073
C -0.5513 1.2098 2.0581
C 0.2959 2.3837 1.7921
N -0.5343 0.0403 1.3523
H -2.0148 -2.2187 0.4181
H -2.5534 -2.5973 2.0659
H -0.8579 -2.8393 1.6280
H -2.8802 -0.6036 3.5923
H -1.7164 1.9034 3.8215
H 0.1082 2.8185 0.8001
H 0.1011 3.1546 2.5454
H 1.3572 2.1049 1.8271
```

multiplicity	6
<S²>	8.7850
total charge	-1
ΔE to the lowest compared entry with this formula, charge and spin	81.5	kJ/mol
HOMO (alpha / beta)	1.04 / -5.25	eV
E	-20363.55167	eV